The following is a quantum chemistry calculation of a structure of composition C28H37AsI2NO2PTi in a non-equilibrium geometry, from the OMol25 dataset.

The geometry in XYZ format:
```
73
Properties=species:S:1:pos:R:3:lowdin_charge:R:1
Ti 0.10 0.72 -0.51 0.29
N 0.09 0.82 1.75 -0.02
C 0.78 1.97 2.37 -0.21
C 0.19 3.29 1.89 -0.09
C 0.48 3.60 0.43 -0.64
O 0.80 4.70 0.07 0.09
O 0.35 2.56 -0.38 -0.34
H -0.88 0.83 2.06 0.07
H 0.48 -0.05 2.09 0.10
H 1.84 1.93 2.09 0.08
H 0.72 1.92 3.46 0.12
H 0.57 4.12 2.48 0.12
H -0.90 3.26 2.01 0.11
C -3.19 -0.91 4.32 -0.08
C -2.40 -1.92 3.79 -0.07
C -2.07 -1.92 2.44 -0.07
C -2.53 -0.90 1.60 -0.38
C -3.32 0.11 2.15 -0.15
C -3.65 0.11 3.50 -0.08
P -2.11 -0.82 -0.20 0.99
C -3.52 -1.70 -0.94 -0.34
C -4.78 -1.76 -0.35 -0.08
C -5.81 -2.45 -0.97 -0.08
C -5.60 -3.09 -2.18 -0.09
C -4.36 -3.00 -2.80 -0.07
C -3.33 -2.30 -2.19 -0.11
C -0.74 -2.01 -0.30 -0.46
C -0.86 -3.39 -0.38 -0.10
C 0.28 -4.18 -0.37 -0.08
C 1.52 -3.57 -0.27 -0.08
C 1.63 -2.19 -0.20 -0.13
C 0.51 -1.35 -0.24 -0.33
H -3.45 -0.91 5.37 0.10
H -2.04 -2.71 4.43 0.11
H -1.45 -2.71 2.04 0.10
H -3.69 0.91 1.51 0.04
H -4.27 0.91 3.90 0.11
H -4.96 -1.27 0.60 0.10
H -6.78 -2.50 -0.49 0.10
H -6.40 -3.65 -2.65 0.10
H -4.19 -3.48 -3.75 0.11
H -2.36 -2.22 -2.68 0.08
H -1.84 -3.85 -0.44 0.11
H 0.19 -5.26 -0.43 0.10
H 2.42 -4.18 -0.25 0.10
H 2.62 -1.76 -0.13 0.05
I -0.32 0.40 -3.22 0.30
C -2.67 2.68 -2.67 -0.63
I -3.00 2.85 -0.65 0.86
H -3.49 2.26 -3.23 -0.04
H -2.08 3.48 -3.09 -0.04
C 4.40 0.65 1.90 -0.17
C 4.41 0.23 0.43 -0.42
As 2.89 0.99 -0.57 1.23
C 3.30 0.30 -2.36 -0.45
C 4.78 0.14 -2.70 -0.16
C 3.61 2.81 -0.75 -0.39
C 3.11 3.53 -2.00 -0.15
H 5.30 0.30 2.40 0.07
H 3.54 0.23 2.42 0.06
H 4.37 1.74 2.00 0.06
H 4.40 -0.85 0.35 0.06
H 5.32 0.59 -0.06 0.06
H 2.82 0.99 -3.05 0.02
H 2.78 -0.65 -2.46 0.04
H 5.33 1.08 -2.56 0.06
H 4.89 -0.15 -3.74 0.07
H 5.26 -0.62 -2.09 0.06
H 4.70 2.75 -0.74 0.07
H 3.31 3.37 0.14 0.06
H 3.53 3.09 -2.90 0.06
H 3.41 4.58 -1.97 0.08
H 2.03 3.51 -2.06 0.06
```

2S+1: 3
DFT total energy in eV: -144666.5527
⟨S²⟩: 2.0110
Charge: 0

***

The following is a quantum chemistry calculation of a structure of composition C24H39BiN3O9SSe in a non-equilibrium geometry, from the OMol25 dataset.

The geometry in XYZ format:
```
78
Properties=species:S:1:pos:R:3:lowdin_charge:R:1
Bi 0.31 0.17 0.51 1.90
O -0.77 2.42 1.46 -0.21
C -1.99 2.19 2.14 -0.18
C -2.80 1.23 1.28 -0.13
N -2.13 -0.06 1.12 -0.28
C -2.15 -0.85 2.35 -0.08
C -1.00 -0.45 3.31 -0.68
O -1.10 -0.69 4.49 0.08
O 0.02 0.12 2.77 -0.29
C -2.67 -0.75 -0.04 -0.10
C -2.30 0.03 -1.34 -0.66
O -3.02 -0.02 -2.31 0.09
O -1.20 0.69 -1.26 -0.33
H -0.10 2.74 2.09 0.06
H -2.54 3.13 2.24 0.14
H -1.82 1.77 3.14 0.12
H -2.88 1.68 0.29 0.13
H -3.80 1.09 1.70 0.15
H -2.01 -1.90 2.11 0.13
H -3.10 -0.75 2.89 0.15
H -3.76 -0.84 0.00 0.14
H -2.24 -1.75 -0.14 0.12
C -0.36 -3.50 -1.86 -0.08
O 0.02 -2.20 -1.45 -0.27
C 0.67 -1.47 -2.47 -0.19
C 2.19 -1.50 -2.31 -0.16
O 2.56 -0.80 -1.13 -0.22
C 3.40 -1.50 -0.24 -0.19
C 2.66 -2.57 0.56 -0.19
O 1.87 -1.95 1.56 -0.32
C 1.13 -2.88 2.32 -0.08
H -1.11 -3.44 -2.65 0.10
H 0.50 -4.08 -2.22 0.10
H -0.80 -4.00 -0.99 0.09
H 0.39 -1.86 -3.46 0.14
H 0.33 -0.44 -2.40 0.10
H 2.55 -2.54 -2.28 0.13
H 2.65 -1.00 -3.17 0.14
H 4.23 -1.97 -0.77 0.14
H 3.79 -0.74 0.44 0.11
H 2.02 -3.17 -0.09 0.12
H 3.39 -3.24 1.05 0.14
H 1.81 -3.63 2.74 0.11
H 0.66 -2.33 3.13 0.08
H 0.38 -3.38 1.71 0.10
O 0.84 2.09 -0.67 -0.84
S -0.25 2.96 -1.29 1.03
C 0.44 3.23 -2.95 -0.27
C 1.67 4.07 -2.69 -0.23
C 1.21 5.23 -1.82 -0.22
C 0.33 4.62 -0.73 -0.27
H -0.31 3.75 -3.53 0.11
H 0.65 2.25 -3.38 0.10
H 2.14 4.41 -3.62 0.12
H 2.39 3.47 -2.13 0.11
H 0.64 5.94 -2.42 0.12
H 2.06 5.76 -1.38 0.12
H -0.55 5.23 -0.51 0.09
H 0.88 4.42 0.18 0.07
C 2.75 -0.34 4.20 0.00
N 3.06 1.05 4.23 -0.04
C 2.94 1.93 3.23 -0.54
Se 2.27 1.75 1.44 0.82
N 3.37 3.14 3.65 0.12
C 3.80 3.05 4.96 -0.17
C 4.30 3.98 5.85 0.00
C 4.60 3.53 7.12 -0.07
C 4.41 2.19 7.49 -0.06
C 3.91 1.26 6.60 0.01
C 3.59 1.71 5.33 -0.14
H 2.17 -0.55 3.30 0.04
H 2.15 -0.61 5.07 0.12
H 3.66 -0.94 4.19 0.12
H 3.43 3.94 3.04 0.16
H 4.45 5.02 5.58 0.12
H 4.98 4.23 7.85 0.11
H 4.66 1.89 8.49 0.11
H 3.76 0.24 6.89 0.12
```

2S+1: 1
Relative energy (zero: lowest compared OMol25 entry of this formula, charge and spin) in kJ/mol: 97.2
DFT total energy in eV: -130434.7369
Charge: +1

***

The following is a quantum chemistry calculation of an isolated molecule of C23H27N5OS, from the OMol25 dataset.

The geometry in XYZ format:
```
57
Properties=species:S:1:pos:R:3:lowdin_charge:R:1
C 7.17 0.54 3.39 -0.09
C 5.67 0.77 3.32 -0.26
N 4.98 -0.31 2.63 -0.19
C 3.56 -0.32 2.89 -0.17
C 2.92 -1.58 2.29 -0.14
N 3.19 -1.63 0.88 -0.05
C 2.28 -1.47 -0.11 -0.48
O 2.60 -1.26 -1.27 0.07
C 0.84 -1.61 0.25 -0.39
S 0.25 -3.05 1.05 1.12
C -1.37 -2.43 0.97 -0.53
N -2.38 -3.01 1.60 0.06
C -3.51 -2.33 1.54 -0.21
N -3.76 -1.27 0.79 0.13
C -2.78 -0.77 0.03 -0.23
N -3.14 0.16 -0.89 -0.04
C -2.48 0.24 -2.17 -0.14
C -3.48 0.00 -3.31 -0.10
C -4.50 1.10 -3.25 -0.19
C -4.93 1.81 -4.36 -0.03
C -5.83 2.85 -4.21 -0.09
C -6.29 3.19 -2.95 -0.09
C -5.85 2.49 -1.84 -0.03
C -4.96 1.44 -1.99 -0.16
C -4.53 0.61 -0.82 -0.10
C -1.44 -1.23 0.23 -0.11
C -0.14 -0.74 -0.13 -0.24
C 0.17 0.61 -0.67 -0.03
C 4.60 -1.55 0.57 -0.11
C 5.21 -0.30 1.20 -0.16
H 7.64 0.67 2.42 0.06
H 7.62 1.25 4.08 0.07
H 7.37 -0.47 3.74 0.08
H 5.28 0.80 4.34 0.11
H 5.46 1.75 2.86 0.12
H 3.40 -0.32 3.97 0.12
H 3.06 0.57 2.47 0.13
H 1.85 -1.57 2.49 0.09
H 3.37 -2.46 2.76 0.13
H -4.33 -2.71 2.13 0.11
H -2.05 1.24 -2.31 0.13
H -1.68 -0.50 -2.21 0.12
H -3.96 -0.98 -3.16 0.13
H -2.96 -0.02 -4.27 0.12
H -4.56 1.54 -5.34 0.11
H -6.17 3.39 -5.08 0.10
H -6.99 4.00 -2.84 0.10
H -6.21 2.75 -0.86 0.11
H -4.66 1.16 0.12 0.13
H -5.18 -0.28 -0.75 0.13
H -0.64 1.31 -0.46 0.08
H 1.08 0.99 -0.19 0.09
H 0.37 0.58 -1.74 0.09
H 4.71 -1.53 -0.51 0.12
H 5.09 -2.44 0.98 0.13
H 6.28 -0.29 1.00 0.11
H 4.76 0.60 0.73 0.13
```

2S+1: 1
Relative energy (zero: lowest compared OMol25 entry of this formula, charge and spin) in kJ/mol: 0.0
DFT total energy in eV: -44623.5507
Charge: 0

***

The following is a quantum chemistry calculation of a cluster of 2 separate species, C11H15N in total in a non-equilibrium geometry, from the OMol25 dataset.

The geometry in XYZ format:
```
27
Properties=species:S:1:pos:R:3:lowdin_charge:R:1
C -2.59 -2.21 1.53 -0.08
C -0.19 -0.65 -0.91 -0.26
C -0.45 -1.53 0.21 -0.18
C -1.86 -1.53 0.41 -0.29
C -2.44 -0.81 -0.60 -0.15
C 1.06 -0.58 -1.51 -0.13
C 2.11 -1.39 -0.94 -0.20
C 0.65 -2.19 0.81 -0.12
C 1.90 -2.15 0.20 -0.20
N -1.42 -0.23 -1.37 0.03
H -1.63 0.07 -2.30 0.11
H 1.33 0.23 -2.18 0.05
H -3.49 -0.80 -0.83 0.07
H 3.10 -1.42 -1.39 0.05
H 0.48 -2.78 1.71 0.06
H -3.54 -1.83 1.89 0.05
H -1.85 -2.36 2.33 0.06
H 2.74 -2.68 0.65 0.07
H -2.90 -3.21 1.19 0.06
C 0.57 3.80 -0.35 -0.16
C 1.67 3.21 0.56 -0.17
H 0.19 4.67 0.18 0.05
H 0.96 4.10 -1.31 0.05
H -0.21 3.06 -0.49 0.06
H 1.66 2.12 0.54 0.05
H 2.67 3.58 0.36 0.05
H 1.50 3.52 1.60 0.05
```

2S+1: 2
Relative energy (zero: lowest compared OMol25 entry of this formula, charge and spin) in kJ/mol: 45.7
DFT total energy in eV: -13139.0906
⟨S²⟩: 0.7695
Charge: -1

***

The following is a quantum chemistry calculation of a cluster of 2 separate species, C7H11NO in total in a non-equilibrium geometry, from the OMol25 dataset.

The geometry in XYZ format:
```
20
Properties=species:S:1:pos:R:3:lowdin_charge:R:1
C -3.07 -1.11 0.63 -0.08
C -1.61 -1.44 0.21 -0.20
C -1.02 -0.36 -0.70 -0.21
C 0.39 -0.03 -0.80 -0.10
C -0.47 0.93 -0.16 -0.17
C -0.79 2.13 0.08 -0.17
O -1.13 3.19 0.37 0.18
H -3.61 -0.83 -0.35 0.10
H -3.13 -0.26 1.34 0.08
H -3.59 -1.95 1.00 0.04
H -1.46 -2.37 -0.25 0.09
H -1.00 -1.56 1.03 0.08
H -1.42 -0.19 -1.66 0.13
H 1.30 -0.40 -0.19 0.12
H 0.75 0.28 -1.73 0.09
C 3.70 0.56 0.31 -0.18
N 4.67 1.15 -0.13 0.05
H 2.88 0.66 1.00 0.06
H 3.63 -0.45 -0.12 0.06
H 4.97 2.05 0.14 0.03
```

2S+1: 1
Relative energy (zero: lowest compared OMol25 entry of this formula, charge and spin) in kJ/mol: 439.4
DFT total energy in eV: -10970.7219
Charge: 0

***

The following is a quantum chemistry calculation of an isolated molecule of C19H19ClN6O4 in a non-equilibrium geometry, from the OMol25 dataset.

The geometry in XYZ format:
```
49
Properties=species:S:1:pos:R:3:lowdin_charge:R:1
C -4.84 0.30 -2.23 -0.08
O -4.54 -0.54 -1.14 -0.07
C -3.24 -0.84 -0.90 -0.21
C -2.16 -0.40 -1.64 -0.01
C -0.87 -0.78 -1.31 -0.03
C -0.64 -1.60 -0.22 -0.16
C 0.71 -1.97 0.24 -0.45
O 0.98 -2.28 1.39 0.05
N 1.68 -2.01 -0.72 0.11
N 3.01 -2.05 -0.30 0.09
C 3.93 -1.35 -1.02 -0.51
O 3.67 -0.92 -2.12 0.07
C 5.28 -1.18 -0.34 -0.07
C 5.15 -0.25 0.88 -0.11
N 4.15 0.74 0.63 -0.20
N 4.35 1.88 0.01 0.08
N 3.20 2.44 -0.13 0.09
C 2.29 1.61 0.42 -0.29
C 0.86 1.85 0.45 -0.17
C 0.30 2.81 -0.39 -0.02
C -1.07 3.01 -0.39 -0.10
C -1.87 2.27 0.47 -0.66
Cl -3.58 2.51 0.46 0.72
C -1.32 1.33 1.33 -0.10
C 0.05 1.12 1.31 -0.02
N 2.88 0.53 0.91 0.19
C -1.72 -2.03 0.55 0.05
C -3.01 -1.68 0.23 -0.19
O -4.12 -2.05 0.92 -0.06
C -3.96 -2.87 2.05 -0.07
H -5.93 0.40 -2.22 0.10
H -4.52 -0.14 -3.18 0.10
H -4.39 1.29 -2.11 0.07
H -2.31 0.25 -2.49 0.11
H -0.06 -0.38 -1.91 0.12
H 1.58 -1.59 -1.63 0.13
H 3.07 -2.21 0.70 0.14
H 5.94 -0.72 -1.08 0.12
H 5.69 -2.14 -0.04 0.12
H 4.83 -0.81 1.76 0.13
H 6.09 0.25 1.09 0.13
H 0.94 3.38 -1.04 0.11
H -1.51 3.74 -1.04 0.11
H -1.95 0.76 1.99 0.11
H 0.49 0.38 1.96 0.11
H -1.50 -2.65 1.41 0.12
H -4.96 -3.04 2.43 0.10
H -3.50 -3.83 1.78 0.10
H -3.35 -2.38 2.82 0.10
```

2S+1: 1
Relative energy (zero: lowest compared OMol25 entry of this formula, charge and spin) in kJ/mol: 132.2
DFT total energy in eV: -49663.3902
Charge: 0